This record from the OMol25 dataset describes a molecular structure, C31H29AlNO4PS. The level of theory is wB97M-V/def2-TZVPD.

```
! wB97M-V def2-TZVPD RIJCOSX def2/J DEFGRID3
* xyz 0 1
Al -0.04227 -0.33476 -0.35023
C -0.95157 -1.42661 6.10370
C -0.76386 -0.05172 6.11112
C -0.42357 0.61068 4.94038
C -0.27199 -0.10032 3.75142
C -0.46919 -1.48236 3.74767
C -0.80197 -2.14045 4.92279
P 0.20195 0.67205 2.17185
C -0.18636 2.43760 2.43274
C 0.76045 3.45054 2.32856
C 0.37635 4.78396 2.40546
C -0.95490 5.11938 2.59151
C -1.90794 4.11450 2.70533
C -1.52510 2.78726 2.62133
C 2.01737 0.61591 2.15770
C 2.75545 0.88432 3.28157
C 4.16148 0.91508 3.23151
C 4.79786 0.68215 2.04675
C 4.07042 0.37994 0.87163
C 4.74285 0.11594 -0.34727
C 4.03628 -0.21135 -1.46343
C 2.62649 -0.30204 -1.40595
C 1.90965 -0.04408 -0.25968
C 2.65161 0.32214 0.91039
H -1.21646 -1.94110 7.01835
H -0.87861 0.50713 7.03107
H -0.28108 1.68413 4.95206
H -0.36205 -2.03679 2.82267
H -0.94893 -3.21266 4.91342
H 1.80239 3.20001 2.17676
H 1.12461 5.56146 2.31957
H -1.25145 6.15860 2.65059
H -2.94944 4.36852 2.85540
H -2.27528 2.00953 2.71474
H 2.25344 1.08254 4.22183
H 4.72830 1.12886 4.12828
H 5.87988 0.71399 1.99078
H 5.82512 0.16881 -0.36805
H 4.55110 -0.42364 -2.39201
H 2.10253 -0.61229 -2.30408
O -0.13330 -3.82694 -0.83797
S -0.93848 -2.64898 -0.81369
O -2.36735 -2.85234 -1.00092
O -0.43443 -1.55026 -1.75493
O -0.72260 -1.83502 0.50114
C -3.47846 -0.41466 0.91589
N -4.20007 -0.15973 -0.36243
C -5.09947 -1.29828 -0.69010
C -3.26834 0.13360 -1.52462
C -2.45089 1.37178 -1.29445
C -3.06148 2.60000 -1.55461
C -2.36571 3.78580 -1.39083
C -1.03713 3.73264 -0.99233
C -0.43959 2.50573 -0.74246
C -1.12129 1.28592 -0.85812
H -4.21366 -0.47618 1.71575
H -2.78497 0.40395 1.08866
H -2.92939 -1.34730 0.81493
H -4.76207 0.68191 -0.23440
H -4.46798 -2.16761 -0.86174
H -5.66522 -1.05133 -1.58544
H -5.77240 -1.46845 0.14713
H -3.92721 0.25282 -2.38645
H -2.67103 -0.76304 -1.66127
H -4.08444 2.62765 -1.92232
H -2.84351 4.73468 -1.59689
H -0.46774 4.64637 -0.87607
H 0.60369 2.49964 -0.44148
*
```

Results
Kohn-Sham gap   7.90 eV
LUMO energy   0.0 eV